Record 1
A structure of composition C6H13BiMgO5 at a distorted geometry, computed with wB97M-V/def2-TZVPD.

The geometry in XYZ format:
```
26
Properties=species:S:1:pos:R:3:forces:R:3:mulliken_charge:R:1
H 3.124636 0.157464 1.712195 0.03 -0.02 -0.21 0.3628
C -3.619366 1.622221 0.360581 -1.52 1.46 0.87 -0.6226
H -3.559572 1.602556 1.458081 0.03 -0.01 -0.32 0.3703
H 4.500578 -0.719331 -1.450676 -0.24 0.11 -0.09 0.2999
O 0.698989 0.968968 0.732000 0.79 0.29 0.57 -0.8915
H -4.618774 1.308476 0.032055 0.35 0.03 0.00 0.2989
Bi -0.772932 1.253711 -0.848416 -0.04 3.04 -4.54 1.2241
O 3.259422 0.487856 -0.304954 -0.65 1.23 0.38 -0.2822
H 3.726813 0.656594 -2.292841 0.09 -0.18 0.11 0.2970
H 3.800528 -1.196693 0.733238 -0.24 0.10 0.09 0.3410
H 0.039307 -0.720314 1.653631 -0.06 -0.19 -0.53 0.4796
C -1.662984 -1.424865 -0.406428 -1.69 -1.25 0.06 -0.3167
C 0.675468 -0.324375 0.851596 1.30 -2.43 1.85 0.6653
Mg 2.036538 2.146681 -0.287366 1.18 -0.01 0.49 1.0446
O 1.796428 -1.036198 0.680753 -1.84 0.24 -0.12 -0.2398
H -2.072198 -1.661652 -1.401410 0.30 0.01 0.21 0.3641
H -1.517964 -2.374403 0.132848 0.12 0.27 -0.23 0.3765
H 2.737135 -0.783033 -1.876731 0.30 0.04 0.08 0.3758
H -3.671727 -0.989118 0.290931 0.26 0.15 -0.04 0.4839
O -0.439765 -0.739504 -0.572654 1.74 0.09 0.71 -0.6220
C 3.573996 -0.144901 -1.563171 0.29 -0.46 -0.93 -0.6622
O -2.641473 0.745688 -0.195672 -0.96 -0.84 0.65 -0.3620
C 3.052684 -0.397841 0.770052 0.92 -0.05 0.28 -0.2385
H -2.380445 -0.495328 1.431987 -0.21 0.07 -0.21 0.3375
C -2.656789 -0.573876 0.368437 -0.09 -1.55 0.86 -0.4400
H -3.408523 2.631217 -0.008078 -0.15 -0.16 0.04 0.3560
```
Positions in Å, forces in eV/Å.

Results
Frontier orbital gap (spin up / spin down) ... 5.44 / 9.36 eV
Net charge ... +3
Maximum force ... 0.106 hartree/bohr
Energy ... -1026.08717 Eh
Spin multiplicity ... 2
⟨S²⟩ ... 0.754

Record 2
A cluster of 2 separate species, C52H56N5O4 in total at a distorted geometry, computed with wB97M-V/def2-TZVPD.

The geometry in XYZ format:
```
117
Properties=species:S:1:pos:R:3:forces:R:3:mulliken_charge:R:1
C -0.294878 3.225617 -0.519817 0.74 -0.46 0.36 -0.1297
C 2.154846 3.135027 -0.709063 -0.87 -0.76 0.59 -1.0721
H -1.051532 -3.747836 -4.993010 -0.15 0.16 0.09 0.6259
H 2.413649 1.606883 -3.508264 0.25 -0.05 0.32 0.2938
C -0.340304 -0.397408 4.385011 0.39 -0.04 0.39 0.0072
C 3.477206 -1.893103 -1.703679 -0.02 0.02 0.30 0.1936
C 0.565878 2.443526 3.962290 -0.34 0.25 0.06 -1.0950
H -5.081607 0.136170 -4.318810 0.11 -0.22 0.20 0.4567
C -1.052140 -3.026620 -4.170139 -0.21 -0.03 -0.61 -1.2545
H -2.763233 3.214165 4.913414 -0.08 0.02 0.22 0.3135
H 1.107337 1.851166 4.710223 -0.18 0.24 -0.10 0.2713
C 0.947818 5.167486 -1.089255 -0.58 -1.30 0.64 -0.6361
C -1.220522 2.276740 -3.566453 -0.41 0.59 0.18 0.2948
C -0.532449 -1.905034 4.248865 0.06 -0.04 -0.16 -0.6480
C -2.021244 -1.548307 -0.881802 0.38 -0.47 -0.28 -1.0615
H 0.373113 0.221609 -0.857415 -1.32 1.47 0.73 -0.2684
C -0.600820 -2.620833 5.586117 0.10 -0.14 0.11 0.5609
H -4.649823 -0.217304 -2.648345 0.00 -0.09 -0.23 0.3886
C 2.170450 4.508251 -0.850624 -0.46 0.49 -0.67 -0.8095
C -0.127376 -3.525151 -3.112367 0.38 -0.04 0.05 0.8185
C -0.264535 0.024093 1.904408 1.15 0.60 -1.07 -0.3267
H -1.210254 5.183898 -0.755078 0.35 -0.22 -0.28 0.5451
H -1.373446 3.274065 6.021599 -0.18 -0.18 -0.01 0.3448
C -0.153417 -3.019058 -1.807045 1.25 -0.25 0.15 0.0506
C -1.603588 -3.568798 5.808638 0.13 0.39 0.29 -0.4020
H 3.088876 5.090874 -0.872284 -0.18 -0.28 -0.39 0.5651
C -3.029949 3.362567 -4.742430 -0.19 0.13 0.06 0.3582
H -2.756954 2.198490 6.374423 0.17 0.00 -0.12 0.3607
H 2.855061 0.477052 0.608058 -0.12 -0.62 -0.12 0.3299
C 3.175457 -0.478203 0.179609 0.08 -0.02 0.78 0.1296
O 1.069655 -0.880441 -3.997917 -0.48 1.29 3.03 -0.6853
C 2.760634 -0.839063 -1.106564 1.24 0.20 -0.15 0.3441
H -3.741946 -0.960423 -3.992704 0.03 0.24 0.19 0.1250
O -1.564926 -0.001658 6.531129 0.55 0.44 -1.50 -0.6669
C 0.703409 -3.496292 -0.813276 0.39 -0.15 -0.14 0.6339
H 0.504071 3.394439 -3.002310 -0.04 -0.50 -0.27 0.2864
C 0.801670 -0.494662 -2.839213 2.48 -0.29 -3.48 0.8526
H 0.896813 -1.762100 0.436494 -0.08 -0.50 0.09 -0.4014
H -0.637268 -0.933487 1.551926 0.24 -0.06 0.34 0.7090
C 0.864565 0.989553 -0.266207 -1.45 -0.24 -2.87 -0.1132
C -0.817554 -3.881101 8.082198 0.03 0.10 -0.34 -0.4593
C 4.483200 -2.571874 -0.993686 -0.29 -0.06 -0.31 -1.0045
H 4.227696 -0.986878 2.020268 -0.03 -0.04 -0.80 0.4734
C -2.494616 -0.349137 -1.258856 0.07 0.60 -0.84 -1.0493
C 0.861735 -4.450780 -3.434368 -0.17 0.02 0.27 -1.2546
H 3.081886 2.551678 -0.709463 -0.42 0.42 0.32 0.4717
C 2.827213 -5.902110 -2.877920 0.21 -0.20 0.00 -1.8240
H 3.435266 -5.491472 -3.697862 -0.18 -0.07 0.23 0.3761
H -1.108170 4.241361 -4.406920 0.02 -0.21 -0.11 0.4198
H -0.910781 2.894378 1.755932 -0.23 0.04 0.30 0.1048
H 0.913952 -2.692893 8.637167 -0.20 -0.17 -0.20 0.3717
C 0.238730 2.388611 -3.371490 0.48 -0.22 0.52 -0.7169
N -0.840671 -1.776737 -1.592726 -1.20 1.35 -0.22 1.1784
N -1.556920 1.544093 4.813686 0.01 -0.50 0.68 0.2002
H 0.960984 -4.771236 -4.474252 -0.11 -0.02 0.32 0.4647
H 3.454611 0.202082 -3.523848 -0.33 0.20 0.67 0.3590
H 0.676916 1.774854 1.693256 0.54 -0.45 -0.62 -0.7949
H -3.037112 5.431055 -5.303879 -0.18 -0.18 -0.08 0.3798
O -0.088446 6.775909 -2.434385 2.04 -1.23 1.34 -0.5800
N 0.967842 6.324732 -1.926641 0.90 3.02 -1.45 1.0227
H 5.568176 -2.838245 0.875420 -0.64 0.36 -0.24 0.3882
H 1.203894 2.531596 3.077342 -0.07 0.24 0.42 0.1475
H -0.700488 -2.075258 -4.587256 -0.18 -0.19 0.08 0.2400
C -0.590298 -0.672781 -2.359047 -1.69 -0.79 1.52 -1.3766
H -2.311738 -3.775286 5.002489 0.12 -0.02 0.32 0.3408
H 5.034155 -3.350781 -1.533393 -0.13 0.29 0.35 0.4435
H -2.562022 -4.859457 7.244377 0.30 0.11 -0.03 0.3787
H 0.333227 -2.286152 3.674516 -0.40 0.05 0.05 0.1030
H 0.352728 3.441439 4.358744 0.31 -0.09 0.02 0.5164
C -1.744238 3.375493 -4.236991 -0.36 -0.53 -0.31 -1.1502
H -2.446014 2.121927 2.213757 0.18 0.15 0.24 0.1778
C -1.734252 -4.172581 7.062487 0.28 0.05 0.06 -0.6387
C 0.758488 -2.849432 0.536148 0.07 -0.03 0.32 -1.0671
H -3.418369 0.131225 -0.981228 0.20 0.09 -0.03 1.1416
C -0.794435 1.785806 3.610820 0.90 0.04 -0.41 0.2434
C 1.940592 0.153301 -1.947399 0.34 -1.75 1.30 0.9767
H 3.618015 1.408424 -2.190893 -0.09 -0.30 -0.58 0.4658
N -1.644332 0.197652 -2.245124 0.76 -1.94 0.29 1.6788
C -2.138883 2.617620 5.579238 -0.05 0.34 0.02 -0.9510
H 2.401557 -6.849085 -3.241843 0.07 0.27 0.13 0.4202
C 1.624482 -4.493597 -1.152035 -0.23 0.01 -0.15 -0.5432
C -3.463247 4.479817 -5.648338 -0.25 0.24 0.03 -1.5779
O 2.108788 6.787470 -2.173143 -2.39 -0.58 0.32 -0.5927
H 0.723372 -0.250052 4.710584 -0.61 0.03 -0.12 0.2340
H -1.447110 -2.098951 3.673706 0.13 -0.06 0.10 0.2993
C -1.216638 0.350097 5.408813 -0.73 -0.11 0.87 0.4370
C 2.897551 0.888876 -2.844079 0.72 0.52 -0.36 -1.4170
H -1.238707 2.722375 -0.289912 0.39 0.08 -0.16 1.0526
N -0.582949 0.395135 3.185342 -0.71 -0.11 -0.26 0.8065
H -3.096026 4.324032 -6.675576 -0.12 -0.08 0.35 0.3117
C -3.834567 2.265276 -4.438408 0.35 -0.12 -0.20 -0.9119
H 1.092998 -1.576615 6.427746 -0.20 -0.29 0.17 0.3048
C -1.557572 2.644211 2.598201 0.07 -0.17 0.08 -1.7381
H 3.492680 -6.129525 -2.037869 -0.12 0.02 -0.19 0.3698
C -0.293638 4.589849 -0.755187 0.66 -0.08 -0.61 -0.8919
H -2.082230 -2.918245 -3.814439 0.13 0.01 -0.01 0.1984
C -3.356172 1.162412 -3.722895 0.02 0.32 0.15 0.5777
H 0.783453 2.216319 -4.312924 -0.37 -0.05 0.23 1.1137
H 1.619938 -3.230443 1.105032 -0.33 0.13 -0.16 0.5169
C 1.750052 -4.936550 -2.468950 -0.21 0.01 -0.05 0.5514
H -0.891077 -4.379891 9.051951 -0.05 0.24 -0.33 0.3674
C 0.913438 2.462055 -0.589810 -0.63 0.78 0.15 1.2551
C 0.468867 0.878131 1.107360 0.36 -0.32 2.47 0.4952
C 0.209866 -2.956682 7.846562 -0.14 0.02 -0.29 -0.7364
C 4.770103 -2.282335 0.353498 -0.31 -0.21 -0.44 -0.7523
H 2.315875 -4.865598 -0.391364 -0.24 0.16 -0.22 0.3256
C -2.057887 1.205412 -3.191085 0.27 1.54 -0.61 0.5775
H -4.554311 4.566152 -5.688322 0.21 0.04 -0.03 0.3831
H 3.271922 -2.119701 -2.755489 0.14 -0.17 0.38 0.5003
C 0.318396 -2.328101 6.602802 -0.33 -0.32 0.08 -0.0995
H -1.844137 3.587612 3.077146 -0.02 -0.25 -0.15 0.6692
H -0.154029 -3.047351 1.118556 0.22 0.06 -0.09 0.4505
H 0.561065 1.667047 -2.624348 0.14 0.38 -0.34 -1.1069
H -2.463599 -2.284268 -0.217040 0.27 0.17 -0.22 0.7109
H -4.859848 2.245455 -4.799051 0.17 -0.11 -0.08 0.4282
C 4.046810 -1.253562 0.962492 0.47 0.20 -0.25 -0.9961
C -4.235734 -0.042118 -3.646035 -0.71 -0.27 -0.01 -1.4798
```
Positions in Å, forces in eV/Å.

Results
Frontier orbital gap ... 6.55 eV
Net charge ... +1
Maximum force ... 0.083 hartree/bohr
Energy ... -2589.33295 Eh
Spin multiplicity ... 1